Record 1
Computed, not measured: 2 unconnected molecules or ions with the total composition C16H12Cl2NO5 in a non-equilibrium geometry, with ωB97M-V/def2-TZVPD.

Structure (XYZ):
```
36
Properties=species:S:1:pos:R:3:forces:R:3
C 3.184 -1.060 2.523 -0.066 -0.495 0.239
C 3.428 -1.489 1.115 -0.175 0.264 -0.369
Cl 4.576 -2.765 0.888 -0.036 -0.003 0.241
C 2.826 -0.947 0.054 0.212 -0.259 -0.285
Cl 3.222 -1.488 -1.556 -0.057 0.060 0.110
C 1.803 0.112 0.095 -0.133 0.500 -0.134
C 1.813 1.131 -0.851 -0.061 -0.844 0.446
N 0.873 2.073 -0.835 0.899 -0.033 -0.419
C -0.111 2.110 0.059 -0.955 0.860 0.137
C -0.189 1.125 1.019 0.815 -0.496 -0.184
O -1.224 1.105 1.928 0.196 0.068 -0.255
C -2.405 0.608 1.376 -0.008 -0.215 -0.826
O -3.442 1.081 1.660 -0.838 0.497 0.834
C -2.256 -0.533 0.425 0.339 -0.058 0.297
C -1.949 -1.782 0.955 0.059 0.061 -0.400
C -1.769 -2.855 0.091 -0.028 0.452 0.363
C -1.893 -2.646 -1.274 0.067 -0.354 -0.324
C -2.209 -1.400 -1.797 0.015 0.165 0.314
C -2.392 -0.323 -0.940 -0.068 0.044 0.096
C 0.775 0.130 1.032 -0.286 0.070 0.448
H 4.046 -1.315 3.132 0.099 0.230 0.056
H 2.341 -1.610 2.944 -0.018 -0.115 0.052
H 2.936 -0.007 2.600 0.163 0.167 -0.045
H 2.570 1.124 -1.617 -0.114 0.408 -0.242
H 0.899 2.811 -1.582 -1.183 0.931 -0.301
H -0.849 2.918 -0.029 -0.084 0.205 -0.501
H -1.834 -1.889 2.024 -0.006 -0.115 0.102
H -1.512 -3.815 0.513 -0.008 -0.208 -0.166
H -1.725 -3.474 -1.950 -0.025 -0.052 -0.036
H -2.298 -1.239 -2.859 0.029 -0.043 -0.131
H -2.611 0.673 -1.309 0.012 0.131 -0.218
H 0.682 -0.625 1.796 0.036 -0.223 -0.042
C -1.339 3.546 -2.454 -0.495 0.652 1.612
O -1.476 2.668 -3.352 0.187 -0.320 -0.112
O -0.259 4.265 -2.295 1.850 -0.898 -0.320
O -2.233 3.783 -1.530 -0.334 -1.034 -0.036
```
Forces are in eV/Å.

Output
M	369.2	g mol⁻¹
E_HOMO	-1.9944	eV
total charge	-1

Record 2
Computed, not measured: 5 unconnected molecules or ions with the total composition C26H30N7 in a non-equilibrium geometry, with ωB97M-V/def2-TZVPD.

Structure (XYZ):
```
63
Properties=species:S:1:pos:R:3:forces:R:3
C 2.565 -1.035 -0.829 -0.014 0.650 0.543
C 2.444 0.487 -0.960 0.448 0.887 -0.277
C 3.583 1.386 -0.469 0.138 -1.409 -0.476
N 1.435 1.094 -1.512 -0.610 -0.523 2.384
C 0.232 0.446 -1.155 1.009 0.100 -1.747
C -0.513 -0.472 -1.837 0.571 0.927 0.819
N -1.558 -0.788 -0.978 0.330 -0.697 -1.735
C -1.463 -0.100 0.122 0.072 0.949 1.755
N -0.360 0.698 0.075 -0.942 -1.518 -1.163
H 3.574 -1.295 -0.483 -0.310 -0.021 -0.360
H 1.872 -1.462 -0.086 0.097 0.146 -0.298
H 2.342 -1.448 -1.821 0.164 -0.134 0.385
H 3.184 2.191 0.158 0.078 -0.084 -0.390
H 4.146 1.763 -1.335 -0.145 0.153 0.354
H 4.253 0.749 0.130 -0.035 0.458 -0.178
H -0.277 -0.855 -2.822 -0.558 -0.204 0.294
H -2.244 -1.487 -1.249 -0.370 0.318 0.533
H -2.158 -0.156 0.955 0.225 0.070 -0.275
H -0.007 1.338 0.784 -0.158 -0.143 0.008
N -4.370 4.333 -0.846 0.105 -0.048 0.183
C -4.838 4.899 0.266 -0.067 0.026 -0.191
C -4.280 4.707 1.521 0.036 -0.031 -0.012
C -3.178 3.878 1.629 0.130 -0.086 0.164
C -2.676 3.274 0.484 -0.319 0.190 0.001
C -3.309 3.539 -0.722 -0.019 -0.040 -0.177
H -5.703 5.538 0.133 0.007 0.010 0.067
H -4.699 5.196 2.390 -0.010 0.004 -0.022
H -2.713 3.702 2.592 0.003 0.018 -0.013
H -1.826 2.612 0.521 0.036 0.133 0.015
H -2.951 3.097 -1.647 0.044 -0.024 0.026
N 1.087 3.192 2.886 0.120 0.035 -0.218
C 1.575 3.243 4.127 -0.173 -0.186 -0.048
C 2.497 4.185 4.554 -0.005 0.032 -0.064
C 2.942 5.128 3.642 0.070 0.062 0.044
C 2.451 5.093 2.347 0.004 -0.014 0.009
C 1.530 4.112 2.022 -0.135 -0.168 0.010
H 1.200 2.485 4.806 0.044 0.036 0.053
H 2.855 4.180 5.574 -0.024 -0.025 -0.005
H 3.663 5.880 3.937 -0.014 -0.010 -0.005
H 2.775 5.812 1.606 -0.030 -0.014 -0.010
H 1.116 4.050 1.020 0.039 0.104 -0.023
N -5.022 -2.004 -2.131 0.278 -0.244 0.014
C -5.022 -3.021 -1.263 0.020 0.187 -0.004
C -5.022 -4.355 -1.637 0.007 0.012 -0.006
C -5.025 -4.657 -2.989 0.004 -0.100 -0.050
C -5.027 -3.620 -3.908 -0.008 -0.013 0.063
C -5.024 -2.319 -3.429 0.000 0.213 0.054
H -5.024 -2.737 -0.215 -0.048 -0.076 0.020
H -5.020 -5.137 -0.889 -0.019 0.025 0.010
H -5.026 -5.687 -3.323 -0.008 0.016 0.007
H -5.031 -3.814 -4.971 -0.012 0.032 0.006
H -5.023 -1.475 -4.111 -0.021 -0.047 -0.046
N 3.521 -4.752 1.066 0.113 0.067 -0.167
C 3.201 -5.063 -0.190 -0.079 0.047 0.145
C 4.131 -5.240 -1.203 0.002 0.034 0.017
C 5.473 -5.082 -0.895 0.083 0.003 -0.073
C 5.828 -4.758 0.404 -0.044 -0.001 -0.037
C 4.818 -4.606 1.342 -0.147 0.013 0.118
H 2.139 -5.174 -0.383 0.020 -0.051 -0.072
H 3.813 -5.494 -2.205 -0.013 -0.017 0.020
H 6.231 -5.211 -1.657 -0.011 -0.009 0.014
H 6.864 -4.625 0.685 -0.017 -0.011 0.025
H 5.048 -4.356 2.372 0.067 -0.009 -0.020
```
Forces are in eV/Å.

Output
M	440.6	g mol⁻¹
energy relative to the best compared isomer or geometry (same formula, charge and spin)	0.00	kcal per mole
E_HOMO	-11.7860	eV
total charge	+1

Record 3
Computed, not measured: 12 unconnected molecules or ions with the total composition C35H78N10O15 in a non-equilibrium geometry, with ωB97M-V/def2-TZVPD.

Structure (XYZ):
```
138
Properties=species:S:1:pos:R:3:forces:R:3
O 2.382 -8.041 -18.347 0.277 0.133 -0.643
C 2.569 -9.085 -19.235 -0.206 0.492 0.102
C 3.430 -10.333 -18.837 0.162 0.193 2.293
O 3.204 -10.892 -17.583 0.129 -0.704 -1.346
H 3.085 -8.715 -20.158 -0.016 -0.070 -0.369
H 1.567 -9.434 -19.574 -0.090 -0.406 -0.121
H 4.485 -9.973 -18.862 0.146 0.157 -0.272
H 3.370 -11.125 -19.631 -0.252 0.204 -0.688
C 5.451 -13.791 -18.844 -1.547 0.289 1.015
C 5.928 -14.441 -17.543 0.281 0.825 -0.605
O 7.331 -14.612 -17.841 0.312 -0.715 0.242
C 7.682 -13.968 -18.964 -0.896 0.228 0.149
O 8.769 -13.975 -19.441 0.431 0.053 -0.201
O 6.614 -13.293 -19.465 0.746 -0.779 -0.530
H 4.777 -12.951 -18.657 -0.012 -0.037 0.006
H 4.918 -14.556 -19.412 0.303 0.216 -0.521
H 5.436 -15.397 -17.396 0.206 -0.059 0.289
H 5.847 -13.777 -16.684 -0.108 -0.135 0.071
C 7.280 -11.392 -21.789 -0.461 0.349 -0.520
C 7.412 -10.119 -20.988 1.321 0.169 0.721
O 8.522 -9.784 -20.570 -0.245 0.093 -0.363
N 6.323 -9.363 -20.798 -0.121 -0.476 -0.544
C 6.354 -8.063 -20.160 -0.014 -0.555 0.592
H 6.251 -11.758 -21.816 0.080 -0.191 0.188
H 7.986 -12.138 -21.441 -0.124 -0.048 0.162
H 7.540 -11.122 -22.818 0.072 -0.042 -0.001
H 5.443 -9.844 -20.885 -0.188 0.335 0.049
H 6.619 -8.180 -19.105 -0.220 0.100 0.077
H 5.348 -7.664 -20.258 0.167 0.260 0.056
H 7.121 -7.421 -20.589 -0.166 -0.018 -0.357
C 6.136 -5.271 -15.984 -0.126 0.270 -0.334
C 5.083 -6.307 -16.371 0.387 -0.418 0.345
O 4.858 -7.234 -15.614 -0.118 0.246 0.058
N 4.436 -6.122 -17.543 -0.192 0.065 -0.293
C 4.883 -5.267 -18.618 -0.616 0.531 0.273
H 6.596 -5.559 -15.045 -0.076 -0.089 0.014
H 5.637 -4.303 -15.873 0.106 0.046 0.044
H 6.908 -5.147 -16.746 0.022 -0.051 0.040
H 3.642 -6.752 -17.768 0.327 -0.655 0.173
H 5.947 -5.043 -18.574 0.055 -0.301 -0.161
H 4.366 -4.296 -18.603 0.016 0.036 -0.015
H 4.605 -5.729 -19.564 0.299 -0.006 -0.036
C 1.115 -4.636 -17.574 0.270 -0.235 -0.446
C 1.063 -4.633 -19.090 -0.560 -0.059 -0.316
O 0.355 -3.832 -19.711 0.345 0.196 0.054
N 1.785 -5.583 -19.704 0.115 0.348 0.533
C 2.070 -5.613 -21.107 0.093 -0.974 -0.184
H 0.897 -5.641 -17.201 -0.233 0.087 0.125
H 0.422 -3.870 -17.241 -0.064 -0.164 0.257
H 2.129 -4.424 -17.229 -0.002 0.122 -0.035
H 2.143 -6.368 -19.144 0.060 -0.571 0.181
H 2.043 -4.627 -21.563 0.025 0.045 0.093
H 1.416 -6.299 -21.665 -0.377 0.293 0.033
H 3.041 -6.104 -21.218 0.169 0.437 -0.171
C -1.284 -12.983 -14.916 -0.170 -0.435 -0.294
C -0.677 -12.027 -15.922 0.936 0.160 0.338
O 0.239 -11.309 -15.605 -0.070 0.099 0.017
N -1.114 -12.135 -17.210 -0.700 -0.670 -0.079
C -0.456 -11.547 -18.347 -0.190 0.323 -0.871
H -1.324 -12.559 -13.917 -0.162 0.304 -0.127
H -0.597 -13.830 -14.841 -0.026 -0.039 -0.146
H -2.254 -13.366 -15.243 -0.063 0.005 0.222
H -1.922 -12.706 -17.380 0.056 -0.065 0.035
H -0.868 -10.559 -18.584 0.602 0.296 0.415
H -0.690 -12.089 -19.273 -0.042 -0.538 0.323
H 0.630 -11.562 -18.240 -0.038 0.526 0.290
C 0.240 -11.634 -25.590 -0.791 -0.414 -0.320
C 0.175 -10.513 -24.584 0.090 0.080 -0.476
O 0.277 -9.355 -24.986 0.110 -0.066 0.372
N 0.023 -10.872 -23.302 -0.213 0.573 0.439
C 0.132 -9.971 -22.144 0.741 -0.480 -0.143
H 1.250 -11.839 -25.941 0.127 0.064 0.301
H -0.327 -11.327 -26.469 0.040 0.126 0.029
H -0.235 -12.549 -25.230 0.272 -0.075 0.075
H -0.146 -11.834 -23.072 0.126 -0.114 -0.231
H -0.732 -10.073 -21.494 -0.090 0.231 -0.054
H 0.330 -8.948 -22.450 -0.401 0.020 -0.199
H 1.022 -10.270 -21.586 -0.140 0.026 0.241
C -2.541 -8.207 -17.289 -1.082 -1.198 0.118
C -1.052 -8.003 -17.352 -0.231 1.223 -0.075
O -0.355 -8.026 -16.358 -0.239 -0.305 -0.125
N -0.581 -7.709 -18.593 0.935 -0.415 0.080
C -1.263 -7.158 -19.728 0.314 0.440 -0.654
H -2.798 -8.764 -16.387 0.203 0.299 0.185
H -2.883 -8.865 -18.098 0.096 0.180 -0.164
H -3.165 -7.315 -17.335 0.316 0.227 0.041
H 0.449 -7.744 -18.638 0.372 0.116 0.269
H -2.347 -7.209 -19.667 -0.006 -0.225 0.075
H -0.910 -7.621 -20.657 -0.286 -0.427 0.099
H -0.995 -6.109 -19.914 -0.146 0.094 0.439
C 7.315 -10.615 -14.518 -0.019 -0.099 0.042
C 5.951 -10.650 -15.207 0.686 0.177 -0.825
O 4.928 -10.465 -14.590 -0.151 -0.294 0.474
N 5.979 -10.822 -16.564 -0.095 -0.566 0.434
C 7.129 -11.083 -17.396 0.023 0.168 -0.178
H 8.036 -11.345 -14.891 -0.142 -0.051 -0.110
H 7.149 -10.803 -13.460 0.017 0.170 0.025
H 7.755 -9.627 -14.664 -0.038 0.048 0.108
H 5.057 -10.956 -17.007 -0.563 0.436 0.188
H 8.037 -10.554 -17.101 -0.221 0.312 0.069
H 6.833 -10.745 -18.390 0.375 -0.076 -0.074
H 7.443 -12.133 -17.478 -0.251 0.105 0.271
C 3.664 -9.636 -22.954 0.012 -1.272 -0.685
C 3.552 -8.185 -23.318 0.871 0.624 0.680
O 4.387 -7.370 -22.936 -0.072 -0.294 -0.067
N 2.514 -7.802 -24.072 -0.338 0.062 -0.049
C 2.363 -6.435 -24.482 -0.711 0.545 -1.743
H 4.654 -10.019 -23.216 0.181 0.399 0.081
H 2.993 -10.275 -23.542 -0.300 0.197 0.116
H 3.518 -9.868 -21.898 -0.187 0.441 0.055
H 1.824 -8.456 -24.425 0.068 0.037 0.207
H 2.475 -5.641 -23.753 0.159 -0.430 0.464
H 1.375 -6.337 -24.945 -0.217 -0.084 0.495
H 2.980 -6.175 -25.352 0.575 -0.148 0.343
C 5.415 -15.207 -22.276 0.145 0.657 -0.929
C 3.999 -14.820 -21.906 0.496 -0.763 0.768
O 3.394 -15.470 -21.071 -0.562 0.015 -0.287
N 3.509 -13.732 -22.533 -0.167 -0.387 -0.176
C 2.186 -13.162 -22.350 0.716 1.387 -0.452
H 5.432 -15.620 -23.289 -0.144 -0.150 0.057
H 5.845 -15.936 -21.601 -0.134 0.116 0.218
H 6.033 -14.307 -22.350 0.184 -0.116 0.312
H 4.172 -13.185 -23.054 -0.098 0.062 -0.053
H 1.508 -13.699 -21.698 0.353 -0.368 0.085
H 1.744 -12.970 -23.330 -0.177 -0.468 -0.045
H 2.369 -12.153 -21.967 -0.437 -0.068 0.463
C 3.407 -13.430 -15.010 -0.003 0.614 -0.455
C 2.794 -14.299 -16.081 0.226 -0.565 0.157
O 2.615 -15.513 -15.907 -0.084 0.026 -0.046
N 2.515 -13.694 -17.235 -0.077 0.618 -0.625
C 2.017 -14.318 -18.437 0.345 -0.121 0.455
H 4.195 -13.978 -14.498 -0.173 -0.122 0.171
H 2.633 -13.086 -14.324 0.039 -0.196 0.151
H 3.823 -12.509 -15.430 -0.084 -0.025 -0.017
H 2.682 -12.693 -17.412 0.416 0.791 0.872
H 2.559 -15.235 -18.672 -0.184 -0.087 0.028
H 2.253 -13.577 -19.201 -0.398 -0.209 -0.343
H 0.943 -14.517 -18.365 -0.001 -0.055 -0.238
```
Forces are in eV/Å.

Output
M	879.1	g mol⁻¹
E_HOMO	-1.5161	eV
total charge	-2

| no. | HOMO-LUMO gap (eV) |
| --- | --- |
| 1 | 3.502 |
| 2 | 9.314 |
| 3 | 4.766 |